Computed, not measured: a 5-piece molecular cluster, C64H44BrIN3O8 overall, with ωB97M-V/def2-TZVPD.

```
121
Properties=species:S:1:pos:R:3:forces:R:3
C 1.607859 -5.179657 5.724568 -0.38 0.30 -0.33
C 1.584170 -5.046615 4.150515 -0.12 0.01 1.09
C 1.689343 -3.556631 3.717616 -0.16 -1.08 -0.28
I 1.225812 -3.279283 1.603446 0.30 -0.11 0.73
N 0.716323 -2.779331 4.561895 1.46 -0.82 -1.63
C -0.569320 -3.026673 4.398330 -1.91 -0.02 0.14
C -1.584963 -2.336528 5.099201 0.90 1.67 1.23
C -3.078373 -2.548738 4.917542 0.05 -1.83 -0.34
N -3.255330 -3.867982 4.239580 0.08 0.04 0.27
C -1.041081 -1.391050 6.021594 -0.26 -1.08 -1.08
Br -2.125260 -0.294629 7.138020 0.75 -0.90 -0.54
C 0.371251 -1.290269 6.088074 0.21 1.71 1.76
N 1.287055 -1.927755 5.383049 -2.00 0.10 0.24
H 0.582045 -5.079045 6.142787 0.56 -0.03 -0.26
H 1.962281 -6.183930 6.015684 0.01 0.63 -0.10
H 2.211072 -4.371549 6.184967 -0.04 -0.71 -0.15
H 0.619864 -5.480511 3.823672 0.65 0.14 -0.26
H 2.423158 -5.641879 3.755072 -0.45 0.47 -0.22
H 2.709909 -3.158575 3.839934 -0.77 0.06 0.31
H -0.874008 -3.803270 3.681916 0.47 0.51 0.19
H -3.597870 -2.613536 5.893430 0.50 0.75 -0.25
H -3.550062 -1.790254 4.263402 0.38 -0.04 0.52
H -2.644254 -4.564452 4.670545 -0.22 0.17 0.03
H -4.193311 -4.218351 4.435990 0.15 0.24 -0.34
H 0.772048 -0.578959 6.830195 -0.08 -0.41 -0.53
C 7.793720 0.523952 -4.185519 -0.04 -0.06 -0.03
C 7.860339 -0.350981 -5.266093 -0.07 0.02 0.07
C 6.867376 -1.299729 -5.455865 0.16 0.05 -0.10
C 5.808666 -1.385928 -4.559097 0.04 0.10 0.13
C 5.754716 -0.523427 -3.461157 0.04 -0.05 -0.13
C 6.744241 0.438214 -3.284388 0.15 0.11 -0.01
C 4.658437 -0.633626 -2.468110 0.09 0.31 0.34
O 4.605641 0.118074 -1.512408 0.12 -0.35 -0.06
C 3.627255 -1.685256 -2.655679 -0.03 -0.11 -0.11
C 2.626059 -1.836536 -1.703625 -0.23 -0.05 0.16
C 1.650661 -2.805026 -1.872090 0.17 0.03 -0.11
C 1.662663 -3.623331 -2.997085 0.02 -0.07 0.02
C 2.661817 -3.479773 -3.947123 -0.12 -0.07 0.09
C 3.652272 -2.517214 -3.774823 -0.13 0.02 0.13
C 4.740172 -2.394819 -4.782408 0.10 -0.27 -0.46
O 4.756216 -3.108781 -5.763669 -0.04 0.03 0.10
H 8.565781 1.270230 -4.044443 -0.03 -0.02 0.00
H 8.687787 -0.290291 -5.962078 -0.04 0.00 0.02
H 6.919536 -1.975119 -6.300281 -0.14 -0.02 0.07
H 6.697752 1.116861 -2.441622 -0.12 -0.10 0.01
H 2.610231 -1.199744 -0.826935 0.14 0.06 -0.09
H 0.873133 -2.923140 -1.124789 -0.10 0.03 -0.19
H 0.894518 -4.373919 -3.129784 -0.01 0.08 -0.03
H 2.672857 -4.119549 -4.820239 0.12 0.09 -0.01
C -2.136623 0.652169 -4.849617 -0.05 -0.04 -0.02
C -3.331453 0.977487 -5.485132 0.02 -0.08 0.04
C -4.252393 -0.014247 -5.784376 0.01 0.20 -0.02
C -3.977884 -1.338107 -5.460146 0.17 0.03 0.05
C -2.769134 -1.667537 -4.844197 -0.09 0.09 -0.04
C -1.855236 -0.666621 -4.530294 0.08 0.17 0.01
C -2.438512 -3.082024 -4.535025 0.39 -0.09 0.18
O -1.385869 -3.366142 -3.993992 -0.05 -0.02 0.03
C -3.411758 -4.140885 -4.905929 -0.11 -0.04 -0.07
C -3.094442 -5.475668 -4.676181 -0.03 -0.19 0.01
C -4.000944 -6.470534 -5.006637 -0.03 0.07 0.00
C -5.233390 -6.136257 -5.560099 0.06 0.05 0.03
C -5.552588 -4.808397 -5.796134 -0.08 -0.17 -0.03
C -4.640530 -3.807819 -5.479245 0.11 -0.10 0.06
C -4.980621 -2.390489 -5.769955 -0.47 0.13 -0.24
O -6.054005 -2.098082 -6.255925 0.08 -0.02 0.05
H -1.422089 1.429790 -4.608709 -0.02 -0.03 -0.01
H -3.544204 2.007056 -5.745187 0.00 -0.04 0.01
H -5.183064 0.242424 -6.274181 0.00 -0.16 0.04
H -0.922284 -0.917538 -4.040895 -0.06 -0.14 -0.05
H -2.138101 -5.739721 -4.243099 -0.01 0.15 -0.01
H -3.749534 -7.509437 -4.831761 -0.01 0.04 -0.01
H -5.943525 -6.914376 -5.811383 0.03 0.03 0.00
H -6.510031 -4.551743 -6.231237 0.09 0.14 0.01
C 7.330635 7.839468 2.512299 -0.05 -0.06 0.00
C 6.851637 7.088127 3.581423 -0.01 -0.02 -0.08
C 6.088036 5.955437 3.348049 0.08 0.11 0.15
C 5.789539 5.574721 2.044121 0.05 0.12 -0.07
C 6.250348 6.342303 0.972438 -0.02 -0.04 0.16
C 7.030540 7.468393 1.211160 0.09 0.14 0.09
C 5.900304 5.978075 -0.425833 0.17 0.28 -0.41
O 6.304256 6.643136 -1.358450 -0.02 -0.05 0.07
C 5.039970 4.789790 -0.658632 -0.08 -0.11 0.06
C 4.654911 4.465942 -1.955220 -0.07 -0.12 -0.17
C 3.862975 3.351436 -2.185105 0.01 0.02 0.12
C 3.459851 2.549997 -1.121606 -0.12 0.29 0.01
C 3.836197 2.871573 0.171863 -0.14 -0.09 -0.11
C 4.618243 3.995796 0.409792 0.02 0.02 -0.12
C 4.985086 4.348441 1.805639 -0.14 -0.28 0.39
O 4.629091 3.649927 2.736304 0.01 0.05 -0.06
H 7.934798 8.719319 2.696263 -0.02 -0.03 -0.01
H 7.076976 7.386773 4.597844 0.00 -0.02 -0.04
H 5.721217 5.370061 4.181478 -0.03 -0.08 -0.13
H 7.400055 8.057812 0.381774 -0.10 -0.11 -0.06
H 4.969647 5.085432 -2.785607 0.08 0.06 0.14
H 3.560266 3.103839 -3.195647 0.02 0.01 0.03
H 2.848706 1.677450 -1.302559 0.01 0.06 0.02
H 3.517339 2.248381 0.997478 0.09 0.11 0.06
C -3.374117 2.486747 5.496622 -0.05 0.08 -0.06
C -3.488596 3.860572 5.303243 -0.08 -0.03 -0.05
C -4.454434 4.359878 4.442469 0.15 0.02 0.12
C -5.299794 3.486389 3.763545 0.14 -0.11 0.11
C -5.165537 2.110103 3.941583 -0.04 0.13 -0.04
C -4.208987 1.616910 4.817987 0.23 -0.01 0.15
C -6.023544 1.158059 3.189726 -0.05 -0.50 -0.01
O -5.902212 -0.043428 3.352752 0.10 0.06 0.02
C -7.019982 1.699872 2.233912 -0.04 0.11 -0.06
C -7.793262 0.823894 1.479132 -0.12 -0.07 -0.12
C -8.736207 1.319970 0.592905 0.03 0.06 0.04
C -8.917755 2.693714 0.462799 0.06 -0.06 0.05
C -8.146252 3.571589 1.208261 -0.13 0.02 -0.13
C -7.189307 3.079527 2.088363 -0.01 -0.17 0.00
C -6.344453 4.031545 2.855445 -0.15 0.53 -0.13
O -6.497292 5.229522 2.741371 0.05 -0.10 0.03
H -2.629632 2.084616 6.172101 -0.04 0.26 -0.09
H -2.826417 4.540196 5.825234 -0.04 -0.02 -0.02
H -4.547466 5.428411 4.295799 -0.13 -0.07 -0.08
H -4.112552 0.548728 4.967557 -0.14 0.03 -0.10
H -7.657555 -0.245355 1.579633 0.08 0.07 0.11
H -9.333707 0.636409 0.002563 0.02 0.02 0.03
H -9.660025 3.079210 -0.225035 0.03 -0.01 0.03
H -8.286829 4.639563 1.101068 0.12 -0.02 0.10
```
Positions in Å, forces in eV/Å.

Output
* highest occupied orbital energy: -10.85 eV
* HOMO-LUMO gap: 0.2223 Ha
* charge: +1